Entry from the Open Molecules 2025 dataset: one molecule with the formula C26H26N4O6 at a distorted geometry (ωB97M-V with the def2-TZVPD basis set).

XYZ file:
```
62
Properties=species:S:1:pos:R:3:nbo_charge:R:1
O 4.584 -3.121 0.382 -0.47
O 1.037 3.266 -0.446 -0.63
O -2.066 -0.750 0.281 -0.67
O -0.731 -0.581 -2.569 -0.63
O 4.514 -2.375 2.561 -0.47
O -4.534 -2.738 -1.355 -0.41
N 0.844 -0.293 -0.977 -0.47
N -0.573 1.805 0.165 -0.64
N -1.835 -2.574 -1.029 -0.58
N 5.346 1.352 -2.083 -0.42
C -6.236 -1.541 -0.561 -0.32
C 3.520 -1.771 1.844 0.24
C 1.116 1.073 -1.425 -0.17
C -1.342 2.750 0.948 -0.05
C -5.865 -2.598 -1.338 0.12
C 1.679 -0.394 1.305 -0.18
C 4.822 1.663 -0.910 0.04
C -2.766 2.906 0.372 -0.42
C 2.597 1.234 -1.655 0.03
C 3.566 -2.224 0.521 0.23
C 3.464 1.616 -0.638 -0.24
C 2.582 -0.859 2.258 -0.26
C -0.098 -1.013 -1.626 0.70
C 4.520 0.995 -3.051 0.03
C -5.039 -0.988 -0.062 -0.25
C -3.716 2.684 1.549 -0.40
C 5.208 -3.200 1.648 0.24
C 2.682 -1.772 -0.425 -0.23
C 0.532 2.163 -0.502 0.68
C 3.146 0.921 -2.893 -0.25
C -1.535 2.262 2.396 -0.41
C -0.400 -2.405 -1.054 -0.32
C -2.574 -1.627 -0.405 0.64
C -4.022 -1.755 -0.574 0.19
C 1.726 -0.837 -0.007 0.11
C -2.953 1.700 2.430 -0.42
H 0.043 -3.175 -1.686 0.23
H -2.925 2.133 -0.381 0.21
H 3.091 1.883 0.337 0.23
H 0.929 0.326 1.589 0.23
H 4.986 0.755 -3.998 0.19
H -1.449 3.107 3.081 0.21
H -4.928 -0.145 0.586 0.24
H -7.233 -1.201 -0.371 0.24
H 5.189 -4.241 2.004 0.16
H 2.551 -0.515 3.278 0.23
H 0.584 1.181 -2.382 0.27
H 5.530 1.958 -0.147 0.19
H -0.782 3.688 0.914 0.24
H 2.731 -2.105 -1.448 0.23
H -2.909 3.876 -0.101 0.22
H -2.279 -3.146 -1.729 0.42
H -0.982 0.882 0.064 0.44
H -2.959 0.709 1.976 0.22
H -4.688 2.310 1.230 0.20
H -6.439 -3.301 -1.910 0.21
H -0.010 -2.489 -0.036 0.23
H 6.253 -2.861 1.565 0.16
H -3.872 3.620 2.090 0.20
H -0.787 1.521 2.673 0.21
H -3.355 1.634 3.440 0.21
H 2.512 0.623 -3.715 0.22
```

Kohn-Sham gap = 8.876 eV
SMILES string = O=C(NCC(=O)N(c1ccc2c(c1)OCO2)[C@@H](C(=O)NC1CCCC1)c1ccncc1)c1ccco1
Energy relative to the best compared isomer or geometry (same formula, charge and spin) = 50.6 kcal per mole
DFT total energy = -1676.87293 Ha
Net charge = 0
E_LUMO = 0.48 eV